Entry 1:
A 3-piece molecular cluster, CH6NO4 overall. Source: the Open Molecules 2025 dataset; level of theory: the ωB97M-V functional and the def2-TZVPD basis.

Calculated values
LUMO: 0.1532 hartree
total charge: -1
E_HOMO: -4.7 eV

Each line ends with the Löwdin charge.
Atoms and positions in Å:
1 O -1.663 0.388 1.743  -0.13
2 O 0.369 1.262 0.313  -0.10
3 O -0.933 -3.133 0.462  -0.09
4 O 0.118 -0.240 -1.334  -0.06
5 N 1.550 1.501 -1.600  0.08
6 C 0.605 0.781 -0.829  -0.83
7 H -0.263 -2.459 0.273  0.02
8 H -0.886 0.719 1.203  -0.03
9 H 2.195 2.078 -1.086  0.05
10 H -1.485 0.714 2.631  0.00
11 H 2.117 0.970 -2.251  0.06
12 H -1.724 -2.581 0.474  0.03

***

Entry 2:
CH6NOPS as an isolated structure. Source: the Open Molecules 2025 dataset; level of theory: the ωB97M-V functional and the def2-TZVPD basis.

Calculated values
LUMO: 0.0178 hartree
E_HOMO: -8.9 eV

Each line ends with the Löwdin charge.
Atoms and positions in Å:
1 S 0.292 0.650 1.708  0.44
2 P -1.545 1.859 1.630  0.49
3 O 0.095 -1.140 -0.472  -0.28
4 N -0.317 -0.801 1.167  -0.44
5 C 1.326 -0.503 -0.897  -0.19
6 H -2.377 0.756 1.021  -0.08
7 H 0.087 -1.687 1.588  0.08
8 H 1.973 -0.676 -0.120  0.02
9 H 1.875 -1.138 -1.653  0.10
10 H 1.154 0.423 -1.456  0.08
11 H -1.417 2.484 0.461  -0.23

***

Entry 3:
CH6NPS in the gas phase. Source: the Open Molecules 2025 dataset; level of theory: the ωB97M-V functional and the def2-TZVPD basis.

Calculated values
structure (SMILES): C[S@H](=N)=P
LUMO: -0.0105 hartree
E_HOMO: -7.9 eV

Each line ends with the Löwdin charge.
Atoms and positions in Å:
1 S -0.470 0.014 -0.317  0.38
2 P -2.455 -0.387 0.412  0.40
3 N 0.058 1.499 -0.426  -0.42
4 C 1.457 -0.823 0.175  -0.13
5 H -0.667 2.120 -0.010  -0.02
6 H -0.365 -0.621 -1.564  0.00
7 H -2.602 0.825 0.924  -0.31
8 H 2.045 -0.628 -0.741  0.03
9 H 1.291 -1.863 0.523  0.03
10 H 1.707 -0.135 1.025  0.04

***

Entry 4:
CH6NPS in the gas phase. Source: the Open Molecules 2025 dataset; level of theory: the ωB97M-V functional and the def2-TZVPD basis.

Calculated values
LUMO (spin up / spin down): 0.0340 / -0.1276 hartree
E_HOMO (spin up / spin down): -3.8 / -9.8 eV
2S+1: 3

Each line ends with the Mulliken spin population.
Atoms and positions in Å:
1 S 2.122 -0.478 0.186  0.52
2 P 0.493 0.760 -0.183  0.46
3 N 0.514 2.155 0.457  0.86
4 C -0.728 -0.597 0.321  0.23
5 H 2.835 -0.468 -0.958  0.14
6 H -0.618 -1.441 -0.478  0.00
7 H 0.184 2.096 1.420  -0.12
8 H -1.700 -0.311 0.472  -0.08
9 H -0.211 -1.020 1.255  -0.09
10 H 0.469 0.987 -1.607  0.09

***

Entry 5:
A 2-piece molecular cluster, CH6NPS overall. Source: the Open Molecules 2025 dataset; level of theory: the ωB97M-V functional and the def2-TZVPD basis.

Calculated values
LUMO (spin up / spin down): 0.0215 / -0.0781 hartree
E_HOMO (spin up / spin down): -5.9 / -9.6 eV
2S+1: 3

Each line ends with the Mulliken spin population.
Atoms and positions in Å:
1 S 0.510 1.414 -0.211  0.26
2 P -0.779 1.048 -1.804  0.85
3 N 0.107 0.236 0.995  0.00
4 C -1.763 -0.096 -1.142  0.82
5 H 3.144 -1.057 0.471  0.00
6 H 0.841 -0.251 1.353  0.00
7 H -2.693 -0.272 -1.706  0.02
8 H -0.239 0.594 1.873  0.00
9 H -1.543 -0.741 -0.249  0.04
10 H 2.415 -0.875 0.418  0.00

***

Entry 6:
A 2-piece molecular cluster, CH6NS overall. Source: the Open Molecules 2025 dataset; level of theory: the ωB97M-V functional and the def2-TZVPD basis.

Calculated values
LUMO: 0.1646 hartree
total charge: -1
E_HOMO: -2.2 eV

Each line ends with the Löwdin charge.
Atoms and positions in Å:
1 S 0.296 -0.499 -0.997  0.00
2 N -0.977 1.932 0.996  -0.02
3 C 0.545 -1.310 0.627  -0.73
4 H 1.519 -1.065 1.047  -0.03
5 H -0.286 2.661 1.116  -0.02
6 H -1.870 2.359 0.797  -0.03
7 H -0.683 1.340 0.210  -0.13
8 H 0.485 -2.391 0.520  -0.03
9 H -0.220 -0.995 1.339  -0.03

***

Entry 7:
An isolated ion of composition CH6NS and charge +1. Source: the Open Molecules 2025 dataset; level of theory: the ωB97M-V functional and the def2-TZVPD basis.

Calculated values
structure (SMILES): [NH3+]CS
LUMO: -0.1589 hartree
total charge: +1
E_HOMO: -14.2 eV

Each line ends with the Löwdin charge.
Atoms and positions in Å:
1 S -2.056 0.159 -0.061  0.73
2 N 0.680 0.498 -0.244  0.08
3 C -0.387 -0.595 -0.150  -0.53
4 H 0.585 1.281 -1.011  0.21
5 H 1.011 0.974 0.641  0.18
6 H -0.329 -1.200 -1.057  0.08
7 H 1.634 -0.004 -0.463  0.21
8 H -2.450 -0.520 1.138  -0.05
9 H -0.218 -1.346 0.612  0.09

***

Entry 8:
A 2-piece molecular cluster, CH6NS overall. Source: the Open Molecules 2025 dataset; level of theory: the ωB97M-V functional and the def2-TZVPD basis.

Calculated values
LUMO: -0.1758 hartree
total charge: +1
E_HOMO: -13.7 eV

Each line ends with the Löwdin charge.
Atoms and positions in Å:
1 S -1.288 -0.269 1.096  0.74
2 N 0.661 -0.826 -1.254  0.24
3 C -1.353 1.131 1.891  -0.44
4 H 0.156 -0.461 -0.365  -0.03
5 H -1.955 1.279 2.776  0.03
6 H 1.186 -0.101 -1.745  0.15
7 H -0.663 1.932 1.650  0.02
8 H -0.110 -1.135 -1.869  0.15
9 H 1.245 -1.639 -1.043  0.15

***

Entry 9:
CH6O2 as an isolated structure. Source: the Open Molecules 2025 dataset; level of theory: the ωB97M-V functional and the def2-TZVPD basis.

Calculated values
LUMO (spin up / spin down): 0.1662 / 0.1667 hartree
total charge: -1
E_HOMO (spin up / spin down): -3.7 / -3.2 eV
2S+1: 2

Each line ends with the Mulliken spin population.
Atoms and positions in Å:
1 O 0.599 -0.399 0.004  1.01
2 O 0.997 1.871 0.725  0.01
3 C -0.100 2.568 0.165  0.00
4 H 0.861 0.766 0.388  -0.02
5 H -0.520 -6.172 -0.677  0.00
6 H -0.712 -6.882 -0.649  0.00
7 H -0.926 2.658 0.886  0.00
8 H 0.235 3.572 -0.122  0.00
9 H -0.434 2.018 -0.721  0.00

***

Entry 10:
A 2-piece molecular cluster, CH6O2 overall. Source: the Open Molecules 2025 dataset; level of theory: the ωB97M-V functional and the def2-TZVPD basis.

Calculated values
structure (SMILES): CO.O
LUMO: 0.0236 hartree
E_HOMO: -10.2 eV

Each line ends with the Löwdin charge.
Atoms and positions in Å:
1 O -1.183 -1.210 -0.234  -0.13
2 O 0.117 0.420 1.061  -0.12
3 C 0.802 0.222 -0.182  -0.16
4 H 0.144 0.161 -1.065  0.09
5 H -0.279 1.316 1.077  0.12
6 H -0.594 -0.646 0.316  -0.07
7 H 1.377 -0.717 -0.106  0.11
8 H 1.509 1.056 -0.326  0.09
9 H -1.893 -0.602 -0.541  0.06

***

Entry 11:
A 2-piece molecular cluster, CH6O2 overall. Source: the Open Molecules 2025 dataset; level of theory: the ωB97M-V functional and the def2-TZVPD basis.

Calculated values
structure (SMILES): CO.O
LUMO: 0.0262 hartree
E_HOMO: -10.3 eV

Each line ends with the Löwdin charge.
Atoms and positions in Å:
1 O -2.538 0.175 -1.030  -0.09
2 O 1.364 0.265 1.720  -0.12
3 C 1.249 -0.240 0.433  -0.20
4 H -2.039 -0.672 -1.070  0.04
5 H 0.869 1.109 1.668  0.09
6 H 1.616 -1.279 0.395  0.08
7 H -2.535 0.509 -1.956  0.05
8 H 0.188 -0.230 0.132  0.06
9 H 1.825 0.363 -0.290  0.08

***

Entry 12:
A 2-piece molecular cluster, CH6O2 overall. Source: the Open Molecules 2025 dataset; level of theory: the ωB97M-V functional and the def2-TZVPD basis.

Calculated values
structure (SMILES): CO.O
LUMO: 0.0298 hartree
E_HOMO: -10.2 eV

Each line ends with the Löwdin charge.
Atoms and positions in Å:
1 O -1.757 0.245 -0.515  -0.13
2 O 1.505 -1.190 1.000  -0.09
3 C -0.393 0.564 -0.597  -0.18
4 H -0.216 1.633 -0.391  0.08
5 H -2.244 0.698 -1.235  0.09
6 H 1.672 -1.870 1.692  0.06
7 H -0.002 0.330 -1.602  0.09
8 H 1.273 -0.376 1.502  0.05
9 H 0.162 -0.034 0.145  0.04

***

E_tot (computed, eV): -10817.16857; -24791.65688; -22743.38120; -22742.56789; -22743.33648; -13460.43032; -13451.83190; -13451.97272; -5226.04476; -5227.87292; -5228.60656; -5228.50351
Energy relative to the best compared isomer or geometry (same formula, charge and spin) (computed, kcal/mol): 6.8; 135.8; 124.5; 84.3; 66.6; 1.8; 6.4; 3.2; 0.0; 23.5; 6.6; 8.9
Maximum force (computed, eV Å⁻¹): 1.33; 3.45; 3.23; 7.62; 6.39; 0.35; 3.80; 0.96; 1.64; 2.92; 1.49; 1.47